Entry 1:
The following is a quantum chemistry calculation of a structure of composition C31H35FeN2O3, from OMol25.

Each line ends with the Mulliken charge.
Cartesian coordinates (Å):
O1 -2.921 -3.303 2.009  -0.420
C1 -1.763 -3.261 2.079  0.152
Fe1 -0.002 -2.966 2.346  0.470
C2 0.087 -3.424 3.998  -0.186
O2 -0.154 -3.556 5.130  -0.507
C3 -0.246 -1.279 2.684  0.162
O3 -0.449 -0.119 2.726  -0.519
C4 0.478 -1.652 -0.530  0.230
C5 1.847 -1.184 -0.329  1.069
C6 2.561 -1.485 1.016  -0.940
C7 1.880 -2.394 2.052  -0.356
C8 1.723 -3.776 1.604  -1.141
C9 0.834 -3.960 0.551  -0.667
C10 0.047 -2.885 -0.024  -0.095
H1 -0.237 -1.001 -1.118  -0.112
H2 2.572 -1.349 -1.161  0.506
H3 1.717 -0.102 -0.316  -1.255
H4 3.533 -1.952 0.738  0.352
H5 2.786 -0.527 1.519  0.207
H6 2.329 -2.224 3.042  0.653
H7 2.242 -4.585 2.106  0.422
H8 0.648 -4.954 0.158  0.362
H9 -0.942 -3.248 -0.361  0.599
C11 -5.754 -2.016 -3.053  -1.515
C12 -4.633 -1.247 -2.420  0.893
C13 -4.642 -1.022 -1.043  -0.985
C14 -3.625 -0.290 -0.430  1.105
C15 -3.698 -0.064 1.046  -1.499
C16 -2.553 0.168 -1.216  -0.778
N1 -1.549 0.976 -0.582  0.984
C17 -0.223 0.746 -0.496  -1.110
N2 0.356 1.824 0.086  1.220
C18 1.753 2.062 0.236  -0.980
C19 2.633 1.866 -0.857  2.011
C20 2.146 1.502 -2.229  -0.898
C21 4.007 1.983 -0.639  -1.259
C22 4.520 2.350 0.611  0.716
C23 6.002 2.455 0.800  -1.568
C24 3.626 2.625 1.646  -1.215
C25 2.247 2.505 1.477  1.430
C26 1.360 2.814 2.641  -1.828
C27 -0.586 2.930 0.268  -0.568
C28 -1.880 2.399 -0.281  -0.908
C29 -2.547 -0.004 -2.613  1.404
C30 -1.500 0.618 -3.482  -1.040
C31 -3.584 -0.741 -3.189  -1.249
H10 -5.614 -2.072 -4.140  0.340
H11 -5.817 -3.041 -2.655  0.322
H12 -6.722 -1.532 -2.854  0.326
H13 -5.459 -1.392 -0.432  0.423
H14 -2.974 0.671 1.406  0.066
H15 -4.706 0.271 1.320  0.414
H16 -3.510 -1.000 1.586  0.147
H17 2.962 1.043 -2.799  0.366
H18 1.319 0.784 -2.205  -0.103
H19 1.803 2.377 -2.797  0.373
H20 4.701 1.787 -1.465  0.351
H21 6.246 2.649 1.850  0.358
H22 6.512 1.534 0.486  0.341
H23 6.410 3.276 0.196  0.310
H24 4.014 2.948 2.623  0.247
H25 1.982 2.845 3.547  0.404
H26 0.896 3.808 2.558  0.318
H27 0.585 2.058 2.810  0.273
H28 -0.685 3.179 1.326  0.266
H29 -0.218 3.799 -0.294  0.383
H30 -2.176 2.886 -1.229  0.249
H31 -2.712 2.435 0.433  0.475
H32 -1.737 0.400 -4.526  0.457
H33 -1.460 1.711 -3.386  0.183
H34 -0.500 0.217 -3.291  0.107
H35 -3.584 -0.895 -4.269  0.253

Values from the calculation:
Lowest unoccupied orbital energy (spin up / spin down) = 2.6936 / 2.1232 eV
2S+1 = 5
Total energy = -2800.9525 Ha
Expectation value of S² = 6.10
Charge = -1
Gap between HOMO and LUMO (spin up / spin down) = 3.7 / 5.8 eV
HOMO energy (spin up / spin down) = -0.997 / -3.676 eV


Entry 2:
The following is a quantum chemistry calculation of a cluster of 3 separate species, C3H9N2O2 in total, from OMol25.

Each line ends with the Mulliken charge.
Cartesian coordinates (Å):
C1 -0.443 1.165 -0.300  -0.343
C2 0.522 1.761 0.452  -0.242
N1 1.677 1.029 0.217  0.002
C3 1.408 0.012 -0.582  -0.147
N2 0.128 0.120 -0.939  0.106
H1 -1.407 1.622 -0.445  0.405
H2 0.586 2.625 1.087  0.384
H3 2.541 1.261 0.679  0.210
H4 2.084 -0.757 -0.909  0.396
H5 -0.292 -0.668 -1.446  0.252
H6 -2.085 -2.196 -2.838  0.322
H7 -1.442 -2.514 -1.406  0.330
O1 -1.408 -1.912 -2.189  -0.693
H8 -0.444 -1.146 3.323  0.318
H9 -1.112 0.069 2.655  0.322
O2 -0.313 -0.470 2.640  -0.622

Values from the calculation:
Lowest unoccupied orbital energy = -2.7836 eV
Relative energy (zero: lowest compared OMol25 entry of this formula, charge and spin) = 13.9 kcal/mol
Total energy = -379.4827 Ha
Charge = +1
Gap between HOMO and LUMO = 11.5 eV
HOMO energy = -14.269 eV


- Among the records above, which one has the lowest charge?
  C31H35FeN2O3


- The lowest charge belongs to which entry?
  C31H35FeN2O3


- Which formula does entry 2 have?
  C3H9N2O2


- The highest total energy belongs to which entry?
  C3H9N2O2